The molecule C17H30FN3O6S, computed with wB97M-V/def2-TZVPD.

```
58
C17H30FN3O6S, DFT wB97M-V/def2-TZVPD
C -2.4860 -2.8955 3.2738
C -2.0492 -2.5613 1.8506
C -3.0906 -1.6440 1.1845
C -2.8206 -1.5677 -0.3003
O -3.0102 -2.5101 -1.0521
N -2.2608 -0.4244 -0.7547
C -1.9932 0.9035 -0.2133
C -1.3403 1.2499 -1.5716
F -1.9675 2.3003 -2.2256
C 0.1655 1.4194 -1.4441
O 0.8169 0.4104 -1.2208
N 0.7576 2.6416 -1.4928
C 2.1562 2.6770 -1.0707
C 3.0800 2.2370 -2.2015
S 4.7872 2.3769 -1.7551
O 5.5903 1.8277 -2.8027
O 5.0111 3.6902 -1.2486
O 4.8822 1.3964 -0.5016
C 0.0893 3.9021 -1.7276
C -0.7890 4.3137 -0.5456
N -1.4323 5.4925 -0.7081
O -0.8859 3.6302 0.4519
C -1.7909 -0.1265 -2.0980
C -0.6369 -1.9443 1.8207
C 0.5041 -2.8660 1.3533
C 0.5556 -4.1518 2.1777
C 1.8199 -2.1033 1.5246
C 0.3273 -3.2002 -0.1303
H -2.5669 -1.9839 3.8724
H -3.4573 -3.3936 3.2832
H -1.7641 -3.5496 3.7638
H -2.0503 -3.4842 1.2648
H -4.0847 -2.0750 1.3122
H -3.0791 -0.6554 1.6516
H -2.8780 1.5128 -0.0215
H -1.3227 0.9439 0.6440
H 2.3970 3.6906 -0.7576
H 2.2823 2.0124 -0.2180
H 2.8934 1.2002 -2.4762
H 2.9743 2.8706 -3.0841
H 5.2154 0.5368 -0.7979
H 0.8600 4.6630 -1.8592
H -0.5063 3.8865 -2.6374
H -1.3625 6.0266 -1.5549
H -2.0238 5.8283 0.0322
H -0.9884 -0.7785 -2.4378
H -2.5795 -0.0523 -2.8483
H -0.6154 -1.0792 1.1520
H -0.3968 -1.5653 2.8209
H -0.3539 -4.7443 2.0599
H 1.3962 -4.7720 1.8585
H 0.6857 -3.9324 3.2407
H 1.8072 -1.1810 0.9382
H 1.9901 -1.8443 2.5727
H 2.6637 -2.7091 1.1850
H 0.3431 -2.2849 -0.7276
H 1.1432 -3.8412 -0.4739
H -0.6117 -3.7191 -0.3297
```

For the total energy, the calculation gives -1779.585038 a.u. Its SMILES is C[C@@H](CC(=O)N1CC(F)(C(=O)N(CCS(=O)(=O)O)CC(N)=O)C1)CC(C)(C)C. For the gap between HOMO and LUMO, the calculation gives 9.63 eV. For the highest occupied orbital energy, the calculation gives -9.37 eV.